# 1
DFT (wB97M-V/def2-TZVPD) results for a molecular structure, C2H9NOSi2 in a non-equilibrium geometry.

As for the LUMO energy: 0.59 eV. The max |F| comes out at 4.80 eV/Å. The value obtained for the energy relative to the best compared isomer or geometry (same formula, charge and spin) is 172.09 kJ/mol. The calculated total energy comes out at -790.4929 a.u.

Last column: Mulliken charge in e.
Positions of all 15 atoms, in Å:
C1 0.78 -0.26 1.21  0.483
C2 0.32 1.00 1.72  -0.777
N1 -0.04 -0.42 -0.57  0.162
O1 1.47 -1.09 1.60  -0.371
Si1 1.02 0.16 -1.75  0.122
Si2 -1.56 -1.15 -0.45  0.189
H1 -0.62 0.99 2.26  0.297
H2 1.06 1.39 2.45  0.292
H3 0.11 1.59 0.74  0.307
H4 1.35 -0.65 -2.85  -0.148
H5 0.00 1.35 -2.24  -0.095
H6 2.05 1.05 -1.06  -0.083
H7 -1.61 -1.90 -1.65  -0.148
H8 -1.53 -1.72 0.89  -0.123
H9 -2.81 -0.33 -0.31  -0.109

# 2
DFT (wB97M-V/def2-TZVPD) results for a molecular structure, C2H9NPS in a non-equilibrium geometry.

As for the LUMO energy: -4.91 eV. The max |F| comes out at 6.37 eV/Å. The value obtained for the energy relative to the best compared isomer or geometry (same formula, charge and spin) is 193.83 kJ/mol. The calculated total energy comes out at -875.5547 a.u. The net charge is +1.

Last column: Mulliken charge in e.
Positions of all 14 atoms, in Å:
C1 -1.14 1.61 -0.03  -1.549
C2 0.15 0.88 0.18  0.259
N1 0.42 -0.07 -0.98  -0.301
P1 0.14 -0.80 0.86  0.296
S1 2.20 -0.89 1.44  -0.191
H1 -1.00 2.25 -1.05  0.343
H2 -1.20 2.25 0.75  0.407
H3 -1.88 0.97 -0.09  0.532
H4 0.97 1.65 0.32  0.411
H5 -0.33 0.00 -1.63  0.287
H6 1.40 0.00 -1.29  0.308
H7 -1.20 -3.23 -0.54  0.274
H8 -0.51 -2.82 -0.33  -0.282
H9 1.97 -1.80 2.39  0.206

# 3
DFT (wB97M-V/def2-TZVPD) results for 2 unconnected molecules or ions with the total composition C2H9NPS in a non-equilibrium geometry.

As for the LUMO energy (alpha / beta): -4.01 / -6.19 eV. The max |F| comes out at 4.98 eV/Å. The value obtained for the energy relative to the best compared isomer or geometry (same formula, charge and spin) is 362.76 kJ/mol. The calculated total energy comes out at -875.4903 a.u. The net charge is +1.

Last column: Mulliken charge in e.
Positions of all 14 atoms, in Å:
C1 -1.70 -0.90 -0.53  -0.395
C2 1.56 0.41 0.29  -0.603
N1 3.11 0.43 0.27  -0.287
P1 -2.31 0.36 0.52  0.103
S1 -4.30 0.34 -0.14  -0.217
H1 -1.70 -1.83 -0.09  0.391
H2 -0.66 -0.57 -0.62  -0.300
H3 -2.07 -1.03 -1.57  0.378
H4 1.26 -0.12 1.10  0.426
H5 1.13 0.24 -0.77  0.250
H6 3.48 0.84 -0.59  0.368
H7 3.28 0.98 1.05  0.365
H8 3.64 -0.42 0.33  0.353
H9 -4.73 1.27 0.75  0.167

# 4
DFT (wB97M-V/def2-TZVPD) results for 2 unconnected molecules or ions with the total composition C2H9NS in a non-equilibrium geometry.

As for the LUMO energy (alpha / beta): 3.85 / 3.74 eV. Its spin multiplicity is 2. The max |F| comes out at 3.66 eV/Å. The value obtained for the energy relative to the best compared isomer or geometry (same formula, charge and spin) is 106.69 kJ/mol. Its expectation value of S² is 0.7509. The calculated total energy comes out at -534.4271 a.u. The net charge is -1.

Last column: Mulliken spin population.
Positions of all 13 atoms, in Å:
C1 -0.89 0.14 2.62  0.007
S1 -0.49 -1.46 2.05  0.005
H1 -1.86 0.37 3.24  0.002
H2 -0.18 0.42 3.48  0.001
H3 -0.74 0.90 1.84  0.008
C2 0.45 0.70 -1.47  0.509
N1 0.60 -0.79 -1.81  2.062
H4 -0.41 1.23 -1.85  -0.045
H5 0.39 0.80 -0.38  -0.067
H6 1.27 1.26 -1.97  -0.219
H7 0.38 -0.93 -2.86  -0.745
H8 -0.06 -1.45 -1.29  0.044
H9 1.54 -1.19 -1.61  -0.561

# 5
DFT (wB97M-V/def2-TZVPD) results for 2 unconnected molecules or ions with the total composition C2H9NS in a non-equilibrium geometry.

As for the LUMO energy (alpha / beta): 3.70 / 3.65 eV. Its spin multiplicity is 2. The max |F| comes out at 2.22 eV/Å. The value obtained for the energy relative to the best compared isomer or geometry (same formula, charge and spin) is 8.83 kJ/mol. Its expectation value of S² is 0.7505. The calculated total energy comes out at -534.4644 a.u. The net charge is -1.

Last column: Mulliken spin population.
Positions of all 13 atoms, in Å:
S1 -2.73 -1.14 0.83  0.135
H1 -3.40 -0.16 0.24  -0.071
C1 0.52 1.24 -0.60  0.753
C2 0.84 0.21 0.41  2.270
N1 0.57 -1.15 -0.17  0.561
H2 0.81 2.25 -0.24  -0.200
H3 -0.53 1.23 -0.85  -0.202
H4 1.17 1.10 -1.47  -0.244
H5 0.28 0.30 1.36  -0.364
H6 1.95 0.22 0.69  -0.850
H7 1.41 -1.25 -0.77  -0.466
H8 0.85 -1.80 0.59  -0.279
H9 -1.75 -1.05 -0.03  -0.043

# 6
DFT (wB97M-V/def2-TZVPD) results for 2 unconnected molecules or ions with the total composition C2H9NS in a non-equilibrium geometry.

As for the LUMO energy (alpha / beta): 3.65 / 3.76 eV. Its spin multiplicity is 2. The max |F| comes out at 1.91 eV/Å. The value obtained for the energy relative to the best compared isomer or geometry (same formula, charge and spin) is 34.00 kJ/mol. Its expectation value of S² is 0.7504. The calculated total energy comes out at -534.4548 a.u. The net charge is -1.

Last column: Mulliken spin population.
Positions of all 13 atoms, in Å:
N1 -2.33 -1.08 2.22  0.860
H1 -3.14 -1.56 1.83  -0.326
H2 -2.28 -0.13 1.89  -0.064
H3 -1.39 -1.41 2.02  -0.310
C1 -0.27 -0.82 -1.20  2.113
S1 0.35 0.62 -0.28  -0.798
C2 2.12 0.93 -0.59  1.028
H4 -1.23 -1.06 -0.66  -0.192
H5 -0.42 -0.55 -2.25  -0.505
H6 0.33 -1.80 -1.12  -0.352
H7 2.63 1.21 0.32  -0.128
H8 2.17 1.95 -1.02  -0.153
H9 2.56 0.18 -1.25  -0.172

# 7
DFT (wB97M-V/def2-TZVPD) results for 2 unconnected molecules or ions with the total composition C2H9NS in a non-equilibrium geometry.

As for the LUMO energy: 0.85 eV. The max |F| comes out at 4.04 eV/Å. The value obtained for the energy relative to the best compared isomer or geometry (same formula, charge and spin) is 127.48 kJ/mol. The calculated total energy comes out at -534.4811 a.u.

Last column: Mulliken charge in e.
Positions of all 13 atoms, in Å:
S1 -3.08 0.21 0.93  -0.330
H1 -2.23 0.68 0.01  0.193
C1 1.42 0.60 0.29  -0.940
C2 0.85 -0.25 -0.94  -0.321
N1 -0.47 -1.02 -0.70  -0.504
H2 1.70 1.60 -0.03  0.308
H3 0.72 0.66 1.09  0.239
H4 2.33 0.30 0.87  0.278
H5 0.69 0.66 -1.58  0.163
H6 1.57 -0.75 -1.52  0.408
H7 -0.89 -0.79 0.20  0.123
H8 -0.24 -2.01 -0.73  0.224
H9 -2.38 0.11 2.11  0.159

# 8
DFT (wB97M-V/def2-TZVPD) results for 2 unconnected molecules or ions with the total composition C2H9NS in a non-equilibrium geometry.

As for the LUMO energy: 0.79 eV. The max |F| comes out at 1.35 eV/Å. The value obtained for the energy relative to the best compared isomer or geometry (same formula, charge and spin) is 64.70 kJ/mol. The calculated total energy comes out at -534.5050 a.u.

Last column: Mulliken charge in e.
Positions of all 13 atoms, in Å:
C1 -0.94 -2.01 1.02  -0.424
S1 -1.36 -1.26 2.64  -0.187
H1 -0.39 -1.30 0.42  -0.022
H2 -0.43 -2.90 1.21  0.309
H3 -1.88 -2.28 0.55  0.246
C2 0.39 1.03 -1.39  -0.491
N1 1.24 2.23 -1.16  -0.567
H4 1.01 0.15 -1.54  0.253
H5 -0.16 0.84 -0.48  0.105
H6 -0.31 1.19 -2.20  0.235
H7 1.31 2.38 -0.16  0.226
H8 2.18 2.06 -1.47  0.226
H9 -0.65 -0.14 2.55  0.090

# 9
DFT (wB97M-V/def2-TZVPD) results for 3 unconnected molecules or ions with the total composition C2H9NS in a non-equilibrium geometry.

As for the LUMO energy: 0.86 eV. The max |F| comes out at 1.43 eV/Å. The value obtained for the energy relative to the best compared isomer or geometry (same formula, charge and spin) is 150.97 kJ/mol. The calculated total energy comes out at -534.4722 a.u.

Last column: Mulliken charge in e.
Positions of all 13 atoms, in Å:
N1 0.22 -3.51 0.26  -0.658
H1 -0.29 -3.08 -0.51  0.215
H2 -2.81 1.96 -2.27  -0.025
H3 0.58 -4.37 -0.15  0.229
H4 1.03 -2.92 0.40  0.229
C1 -0.70 1.39 0.72  -0.415
C2 -0.24 0.02 0.61  -0.416
S1 0.65 1.17 -0.47  -0.130
H5 -2.59 2.67 -2.31  0.027
H6 -1.62 1.70 0.24  0.193
H7 -0.48 1.98 1.61  0.259
H8 -0.85 -0.71 0.09  0.231
H9 0.39 -0.33 1.41  0.262

# 10
DFT (wB97M-V/def2-TZVPD) results for 2 unconnected molecules or ions with the total composition C2H9NS in a non-equilibrium geometry.

As for the LUMO energy: 0.88 eV. The max |F| comes out at 2.92 eV/Å. The value obtained for the energy relative to the best compared isomer or geometry (same formula, charge and spin) is 98.18 kJ/mol. The calculated total energy comes out at -534.4923 a.u.

Last column: Mulliken charge in e.
Positions of all 13 atoms, in Å:
S1 -3.05 -0.75 -0.33  -0.293
H1 -3.10 0.25 0.59  0.133
C1 1.14 -0.60 1.02  -0.866
C2 1.24 0.17 -0.31  -0.289
N1 -0.09 0.50 -0.79  -0.453
H2 2.03 -0.20 1.65  0.245
H3 1.41 -1.73 1.04  0.224
H4 0.15 -0.57 1.51  0.276
H5 1.80 -0.42 -1.09  0.268
H6 1.77 1.11 -0.06  0.232
H7 -0.61 1.23 -0.24  0.218
H8 -0.10 0.77 -1.75  0.179
H9 -2.59 0.23 -1.23  0.125

# 11
DFT (wB97M-V/def2-TZVPD) results for 2 unconnected molecules or ions with the total composition C2H9NS in a non-equilibrium geometry.

As for the LUMO energy: 0.00 eV. The max |F| comes out at 2.45 eV/Å. The value obtained for the energy relative to the best compared isomer or geometry (same formula, charge and spin) is 141.85 kJ/mol. The calculated total energy comes out at -534.4757 a.u.

Last column: Mulliken charge in e.
Positions of all 13 atoms, in Å:
S1 -2.12 1.08 -0.23  -0.748
H1 -2.50 1.87 0.78  0.019
C1 2.27 -1.77 -0.02  -1.039
C2 0.99 -1.04 0.34  -0.406
N1 1.04 0.38 -0.03  -0.161
H2 2.24 -2.85 0.11  0.327
H3 2.56 -1.64 -1.06  0.335
H4 3.03 -1.37 0.65  0.299
H5 0.03 -1.53 0.16  0.395
H6 0.83 -1.12 1.43  0.306
H7 1.22 0.44 -1.03  0.360
H8 1.70 0.94 0.50  0.387
H9 0.09 0.80 0.17  -0.074

# 12
DFT (wB97M-V/def2-TZVPD) results for 3 unconnected molecules or ions with the total composition C2H9O2S in a non-equilibrium geometry.

As for the LUMO energy: 3.58 eV. The max |F| comes out at 1.12 eV/Å. The value obtained for the energy relative to the best compared isomer or geometry (same formula, charge and spin) is 46.23 kJ/mol. The calculated total energy comes out at -630.2996 a.u. The net charge is -1.

Last column: Mulliken charge in e.
Positions of all 14 atoms, in Å:
C1 0.27 -1.19 1.59  -0.965
C2 -0.67 -0.62 0.52  -0.379
S1 0.19 0.47 -0.71  -0.704
H1 1.04 -0.45 1.74  0.291
H2 0.71 -2.14 1.29  0.199
H3 -0.19 -1.32 2.58  0.326
H4 -1.43 -0.03 1.04  0.186
H5 -1.25 -1.36 -0.05  0.247
H6 -3.11 3.02 -2.98  0.295
H7 -2.12 2.09 -2.29  0.310
O1 -2.56 2.94 -2.18  -0.622
H8 2.35 -0.08 -0.13  0.171
H9 3.49 -0.99 -0.56  0.293
O2 3.28 -0.33 0.13  -0.649

# 13
DFT (wB97M-V/def2-TZVPD) results for 3 unconnected molecules or ions with the total composition C2H9O2S in a non-equilibrium geometry.

As for the LUMO energy (alpha / beta): 0.58 / -2.09 eV. Its spin multiplicity is 2. The max |F| comes out at 2.70 eV/Å. The value obtained for the energy relative to the best compared isomer or geometry (same formula, charge and spin) is 59.65 kJ/mol. Its expectation value of S² is 0.7529. The calculated total energy comes out at -630.1903 a.u.

Last column: Mulliken spin population.
Positions of all 14 atoms, in Å:
C1 -0.35 2.41 0.19  0.051
C2 -0.49 0.91 0.60  -0.041
S1 0.27 0.10 -0.87  0.987
H1 -0.41 3.10 1.08  0.007
H2 -1.14 2.62 -0.56  -0.003
H3 0.65 2.66 -0.16  -0.006
H4 -1.53 0.72 0.75  0.001
H5 0.19 0.73 1.44  0.003
H6 -0.83 -3.03 -3.10  0.000
H7 -2.06 -2.42 -2.20  -0.001
O1 -1.67 -2.57 -3.06  0.001
H8 2.12 -2.42 1.84  0.000
H9 2.61 -1.03 1.70  0.000
O2 2.63 -1.78 2.35  0.000

# 14
DFT (wB97M-V/def2-TZVPD) results for 3 unconnected molecules or ions with the total composition C2H9O3 in a non-equilibrium geometry.

As for the LUMO energy: 4.45 eV. The max |F| comes out at 1.27 eV/Å. The value obtained for the energy relative to the best compared isomer or geometry (same formula, charge and spin) is 25.26 kJ/mol. The calculated total energy comes out at -307.3369 a.u. The net charge is -1.

Last column: Mulliken charge in e.
Positions of all 14 atoms, in Å:
C1 0.41 -1.07 -0.17  -0.116
O1 -0.47 -0.59 0.78  -0.924
C2 1.65 -0.18 -0.33  -1.188
H1 -0.07 -1.29 -1.13  0.213
H2 0.86 -2.01 0.20  0.247
H3 2.05 0.06 0.65  0.230
H4 1.39 0.75 -0.84  0.318
H5 2.41 -0.66 -0.95  0.404
H6 -2.86 0.76 -0.76  0.273
H7 -1.92 -0.31 -0.04  0.404
O2 -2.44 -0.09 -0.88  -0.721
H8 -0.02 1.92 1.74  0.274
H9 -0.42 0.83 0.78  0.365
O3 -0.58 1.88 0.95  -0.778

# 15
DFT (wB97M-V/def2-TZVPD) results for a molecular structure, C2HBeO3 in a non-equilibrium geometry.

As for the LUMO energy (alpha / beta): -14.36 / -14.54 eV. Its spin multiplicity is 2. The max |F| comes out at 5.28 eV/Å. The value obtained for the energy relative to the best compared isomer or geometry (same formula, charge and spin) is 352.27 kJ/mol. Its expectation value of S² is 0.7530. The calculated total energy comes out at -316.2788 a.u. The net charge is +2.

Last column: Mulliken spin population.
Positions of all 7 atoms, in Å:
C1 0.01 -1.39 -0.11  0.678
O1 -1.02 -0.66 0.00  0.185
C2 0.02 0.81 0.15  0.006
O2 1.13 0.15 0.08  0.027
O3 -0.57 1.74 -0.21  0.020
Be1 2.48 0.23 0.06  0.002
H1 0.25 -2.25 0.55  0.082

# 16
DFT (wB97M-V/def2-TZVPD) results for a molecular structure, C2HBiF6NO4S2 in a non-equilibrium geometry.

As for the LUMO energy: -7.87 eV. The max |F| comes out at 4.96 eV/Å. The value obtained for the energy relative to the best compared isomer or geometry (same formula, charge and spin) is 18.67 kJ/mol. The calculated total energy comes out at -2042.2460 a.u. The net charge is +1.

Last column: Mulliken charge in e.
Positions of all 17 atoms, in Å:
N1 0.13 0.45 -0.44  -0.458
S1 -1.13 -0.55 -0.76  1.016
O1 -1.43 -0.40 -2.17  -0.559
O2 -0.92 -1.87 -0.19  -0.492
C1 -2.52 0.32 0.16  0.659
F1 -3.66 -0.02 -0.42  -0.153
F2 -2.33 1.77 0.51  -0.245
F3 -2.55 -0.21 1.38  -0.184
S2 1.26 0.19 0.68  1.200
O3 0.90 -0.50 1.90  -0.460
O4 1.84 1.57 0.74  -0.640
C2 2.59 -0.83 -0.15  0.732
F4 2.21 -2.09 -0.20  -0.159
F5 2.81 -0.36 -1.36  -0.224
F6 3.68 -0.71 0.58  -0.181
H1 -1.27 2.58 -1.24  -0.019
Bi1 0.52 2.62 -0.55  1.166

# 17
DFT (wB97M-V/def2-TZVPD) results for a molecular structure, C2HBr3ClF in a non-equilibrium geometry.

As for the LUMO energy (alpha / beta): 0.06 / -0.81 eV. The max |F| comes out at 2.44 eV/Å. The value obtained for the energy relative to the best compared isomer or geometry (same formula, charge and spin) is 285.73 kJ/mol. The calculated total energy comes out at -8358.7666 a.u.

Last column: Mulliken charge in e.
Positions of all 8 atoms, in Å:
C1 1.37 -0.37 0.23  0.010
C2 -1.25 0.48 -0.33  -0.173
F1 1.76 0.37 1.22  -0.184
Cl1 0.94 -1.96 0.61  -0.087
Br1 -1.44 2.23 0.24  0.017
Br2 -1.33 0.09 -2.14  0.024
Br3 -2.03 -0.78 0.75  0.048
H1 1.98 -0.06 -0.58  0.345

# 18
DFT (wB97M-V/def2-TZVPD) results for a single C2HBrClFO molecule in a non-equilibrium geometry.

As for the LUMO energy: -0.54 eV. The max |F| comes out at 3.21 eV/Å. The value obtained for the energy relative to the best compared isomer or geometry (same formula, charge and spin) is 25.90 kJ/mol. The calculated total energy comes out at -3286.0793 a.u.

Last column: Mulliken charge in e.
Positions of all 7 atoms, in Å:
C1 0.09 -0.79 -0.51  -0.087
C2 0.18 0.49 0.30  0.531
O1 0.70 -0.91 -1.54  -0.390
F1 1.04 1.50 0.03  -0.171
Cl1 0.38 0.06 2.00  -0.107
Br1 -1.66 1.30 -0.02  -0.097
H1 -0.73 -1.65 -0.26  0.322